C22H18ClN11O4Ru as an isolated structure in a non-equilibrium geometry, computed with wB97M-V/def2-TZVPD.

Largest force on an atom = 0.0756 Eh/bohr
HOMO-LUMO gap (spin up / spin down) = 6.42 / 6.31 eV
Spin multiplicity = 2
HOMO (spin up / spin down) = -5.1889 / -5.1399 eV
Net charge = -1

```
57
Properties=species:S:1:pos:R:3:nbo_charge:R:1
Ru -0.035 0.367 0.699 1.31
Cl -5.376 -3.415 3.467 -0.03
C -3.905 -2.555 3.188 -0.10
C -3.526 -1.537 4.057 -0.17
C -2.352 -0.855 3.815 -0.26
C -1.538 -1.115 2.695 0.44
O -0.492 -0.391 2.484 -0.68
C -1.930 -2.214 1.830 -0.18
C -1.170 -2.629 0.713 0.20
N -0.141 -1.971 0.219 -0.50
C 0.605 -2.354 -0.835 0.23
C 0.334 -3.434 -1.700 -0.25
C 1.143 -3.689 -2.788 -0.20
C 2.262 -2.922 -3.059 -0.18
C 2.599 -1.849 -2.216 -0.09
C 3.705 -1.003 -2.432 -0.12
C 3.989 -0.010 -1.523 -0.25
C 3.157 0.158 -0.420 0.10
N 2.068 -0.572 -0.234 -0.43
C 1.779 -1.566 -1.084 0.15
C -3.113 -2.914 2.122 -0.18
H -4.155 -1.271 4.890 0.22
H -2.043 -0.053 4.467 0.23
H -1.481 -3.562 0.246 0.17
H -0.529 -4.059 -1.524 0.21
H 0.888 -4.508 -3.447 0.21
H 2.888 -3.148 -3.910 0.21
H 4.319 -1.139 -3.312 0.21
H 4.827 0.654 -1.669 0.22
H 3.375 0.906 0.326 0.23
H -3.409 -3.729 1.475 0.21
N -2.091 -0.542 -1.814 -0.61
C -2.724 -0.125 -0.669 0.44
N -4.018 -0.171 -0.408 -0.37
N -4.135 0.366 0.806 -0.09
N -2.999 0.708 1.272 -0.10
N -2.061 0.417 0.375 -0.37
C -0.912 0.045 -2.184 0.44
N -0.433 0.102 -3.417 -0.38
N 0.675 0.824 -3.319 -0.10
N 0.885 1.193 -2.116 -0.14
N -0.095 0.721 -1.335 -0.42
H -2.670 -0.917 -2.549 0.43
C 0.714 4.919 1.464 -0.61
C 1.047 3.666 0.655 0.14
C 1.876 3.976 -0.588 -0.65
O -0.170 3.031 0.303 -0.70
C 1.927 2.720 1.576 0.77
O 2.890 3.235 2.120 -0.70
O 1.583 1.516 1.641 -0.73
H 0.188 5.640 0.840 0.19
H 1.633 5.359 1.840 0.23
H 0.077 4.644 2.302 0.22
H 1.365 4.706 -1.218 0.20
H 2.039 3.062 -1.163 0.24
H 2.841 4.381 -0.298 0.23
H -0.173 2.906 -0.654 0.50
```